Entry 1:
{
  "formula": "C2H5N3",
  "method": "ωB97M-V/def2-TZVPD",
  "smiles": "CN(N)C#N",
  "homo_energy_ev": -9.60,
  "lumo_ha": 0.0290,
  "relative_energy_ev": 2.145,
  "species": ["C", "N", "N", "C", "N", "H", "H", "H", "H", "H"],
  "positions_angstrom": [[0.9637, -1.0468, -0.0524], [-0.3388, 0.0670, -0.3262], [0.2293, 1.3310, -0.0473], [-1.5759, -0.1561, 0.0315], [-2.7112, -0.1834, 0.2110], [0.5082, -2.0250, -0.1464], [1.6489, -0.8107, -0.8474], [1.3280, -0.8367, 0.9414], [0.0722, 1.6237, 0.9173], [-0.1243, 2.0369, -0.6816]],
  "lowdin_charge": [0.07, -0.19, 0.01, -0.37, 0.13, 0.06, 0.06, 0.06, 0.09, 0.08]
}

Entry 2:
{
  "formula": "C4H13NO2",
  "method": "ωB97M-V/def2-TZVPD",
  "smiles": "CNC[C@@H](C)O.O",
  "homo_energy_ev": -8.81,
  "lumo_ha": 0.0227,
  "relative_energy_ev": 1.302,
  "species": ["C", "N", "C", "C", "C", "O", "H", "H", "H", "H", "H", "H", "H", "H", "H", "H", "H", "O", "H", "H"],
  "positions_angstrom": [[1.9944, 0.8693, 1.0974], [0.9062, 1.7963, 0.7401], [0.0404, 1.3055, -0.3451], [-1.1844, 0.3518, 0.0239], [-1.9311, -0.2122, -1.1556], [-0.4769, -0.6436, 0.7159], [2.4506, 1.1499, 2.0622], [1.7622, -0.1996, 1.0622], [2.7540, 0.9060, 0.2874], [0.2769, 1.8003, 1.5433], [0.6674, 0.8658, -1.1336], [-0.2820, 2.2638, -0.8167], [-1.7406, 0.8907, 0.8548], [-2.9699, -0.4900, -0.8432], [-1.4723, -1.0905, -1.5616], [-2.0351, 0.4993, -2.0034], [-1.0185, -1.3670, 1.0453], [0.4694, -2.7415, -1.0003], [0.7379, -1.9961, -0.4440], [0.5521, -3.5028, -0.4212]],
  "lowdin_charge": [-0.15, -0.12, -0.20, -0.41, -0.05, -0.11, 0.08, 0.05, 0.08, 0.09, 0.12, 0.12, 0.15, 0.09, 0.06, 0.09, 0.11, -0.06, 0.01, 0.03]
}

Entry 3:
{
  "formula": "C9H36F2N19O13S2Sn",
  "method": "ωB97M-V/def2-TZVPD",
  "charge": 1,
  "homo_energy_ev": -10.94,
  "lumo_ha": -0.3598,
  "relative_energy_ev": 15.803,
  "species": ["Sn", "N", "S", "O", "O", "F", "S", "O", "O", "F", "C", "O", "N", "N", "H", "H", "H", "H", "C", "O", "N", "N", "H", "H", "H", "H", "C", "O", "N", "N", "H", "H", "H", "H", "C", "O", "N", "N", "H", "H", "H", "H", "C", "O", "N", "N", "H", "H", "H", "H", "C", "O", "N", "N", "H", "H", "H", "H", "C", "O", "N", "N", "H", "H", "H", "H", "C", "O", "N", "N", "H", "H", "H", "H", "C", "O", "N", "N", "H", "H", "H", "H"],
  "positions_angstrom": [[3.9937, -1.3489, 4.9222], [-0.2348, -0.3419, 1.4973], [-1.7010, -0.7991, 1.5700], [-2.3989, -0.9144, 0.2134], [-2.4493, -0.4961, 2.7740], [-1.1628, -2.3694, 1.7480], [-0.6373, 1.0042, 0.5522], [-1.8332, 1.8163, 0.8145], [-0.2193, 0.7856, -0.8167], [0.4786, 1.9797, 1.0904], [-2.4031, -4.5101, -5.2778], [-3.5591, -4.3234, -5.2326], [-1.8645, -5.1943, -6.2023], [-1.4555, -4.2819, -4.4756], [-0.8644, -5.2671, -6.0821], [-2.4355, -5.7162, -6.8517], [-0.4882, -4.4314, -4.7248], [-1.5997, -3.7758, -3.6135], [3.8458, -4.6372, -0.6574], [4.1568, -4.8643, 0.4921], [4.2150, -5.3509, -1.6952], [3.1547, -3.5677, -1.0103], [4.0734, -5.1860, -2.6815], [4.6193, -6.2606, -1.5245], [3.0004, -3.5456, -2.0082], [2.5785, -3.0753, -0.3427], [-0.9059, 3.3234, 7.3519], [-1.6454, 3.2305, 8.3149], [-0.1401, 4.4287, 7.1188], [-0.5367, 2.3763, 6.5573], [0.6315, 4.2143, 6.5033], [-0.3835, 5.3226, 7.5210], [-1.2366, 1.6671, 6.3920], [0.0839, 2.6365, 5.8041], [6.1450, 2.5031, -4.5846], [5.6634, 2.3178, -5.6590], [7.4372, 2.6926, -4.2765], [5.4539, 2.5972, -3.4151], [7.6428, 3.1160, -3.3828], [8.1505, 2.4261, -4.9400], [6.1466, 2.5536, -2.6813], [4.4858, 2.3162, -3.3524], [-8.2082, -1.8454, 3.0856], [-8.7902, -1.4202, 2.0845], [-7.5697, -2.9406, 3.2429], [-8.1559, -1.2590, 4.2420], [-7.3002, -3.3686, 2.3686], [-7.4412, -3.3693, 4.1483], [-7.8392, -1.7976, 5.0355], [-8.6013, -0.3749, 4.4424], [-3.2977, -10.1346, 3.7682], [-4.1456, -10.9262, 3.5740], [-3.1725, -8.9429, 3.3567], [-2.3997, -10.3226, 4.6751], [-3.9304, -8.5118, 2.8469], [-2.3348, -8.4367, 3.6057], [-2.4678, -11.1079, 5.3065], [-1.4840, -9.9029, 4.7496], [-4.8874, 8.5303, 1.4709], [-5.9747, 8.0994, 1.5920], [-3.8978, 7.7492, 1.2500], [-4.6289, 9.7789, 1.3129], [-4.1271, 6.7737, 1.1232], [-2.9897, 7.9542, 0.8584], [-5.3163, 10.5003, 1.1477], [-3.6422, 9.9071, 1.1394], [0.5807, 0.0829, -8.3584], [-0.5612, -0.1213, -8.4922], [1.0199, 0.6201, -7.3154], [1.4182, -0.0567, -9.3750], [2.0127, 0.7937, -7.3804], [0.3955, 0.7760, -6.5370], [2.3417, 0.2709, -9.1299], [1.0640, -0.5860, -10.1588], [7.4887, 6.5300, 0.9228], [7.8545, 7.2044, -0.0570], [8.3327, 6.2173, 1.8821], [6.2563, 6.0763, 1.0608], [7.8559, 5.8414, 2.6892], [9.1891, 6.7514, 1.8447], [5.9439, 5.6378, 1.9154], [5.6078, 6.2795, 0.3137]],
  "lowdin_charge": [1.19, -0.22, 0.54, -0.27, -0.24, -0.25, 0.55, -0.26, -0.25, -0.19, -0.87, 0.13, 0.16, 0.16, 0.11, 0.14, 0.11, 0.13, -0.78, 0.01, 0.16, 0.16, 0.11, 0.12, 0.10, 0.11, -0.75, 0.05, 0.14, 0.15, 0.08, 0.12, 0.13, 0.10, -0.74, 0.06, 0.14, 0.13, 0.10, 0.12, 0.08, 0.11, -0.76, 0.08, 0.17, 0.17, 0.13, 0.12, 0.11, 0.13, -0.87, 0.09, 0.17, 0.14, 0.13, 0.11, 0.12, 0.11, -0.86, 0.10, 0.17, 0.18, 0.13, 0.11, 0.13, 0.11, -0.87, 0.11, 0.19, 0.17, 0.12, 0.14, 0.11, 0.13, -0.75, 0.00, 0.15, 0.15, 0.10, 0.13, 0.10, 0.12]
}

Entry 4:
{
  "formula": "C9H18N6",
  "method": "ωB97M-V/def2-TZVPD",
  "charge": 2,
  "homo_energy_ev": -15.67,
  "lumo_ha": -0.3089,
  "relative_energy_ev": 5.540,
  "species": ["C", "C", "C", "C", "C", "C", "C", "C", "C", "N", "N", "N", "N", "N", "N", "H", "H", "H", "H", "H", "H", "H", "H", "H", "H", "H", "H", "H", "H", "H", "H", "H", "H"],
  "positions_angstrom": [[-2.3595, 2.0687, -0.1064], [-1.1155, 1.4857, -0.2517], [-3.1618, -0.0012, -0.4160], [0.3823, -0.3904, -0.4846], [0.1280, 1.1157, -0.4394], [1.9524, 2.4045, 1.0411], [-1.0055, -2.8575, 1.2349], [1.2140, 2.2651, -0.3234], [-1.0016, -2.4919, -0.2579], [-3.4565, 1.3698, -0.0793], [1.5511, -0.8311, -0.3800], [-1.9307, -0.2862, -0.4254], [-4.2100, -0.7751, -0.2754], [-0.8549, -1.0375, -0.5097], [3.9765, 0.1878, -0.8382], [-2.6306, 3.0276, 0.4491], [4.0706, 0.6939, -1.7304], [2.4432, 3.4119, 1.1366], [2.7418, 1.6437, 1.1061], [1.2332, 2.2155, 1.8904], [-0.1896, -2.4457, 1.7403], [-1.9192, -2.5713, 1.6614], [-0.8717, -3.8680, 1.3128], [2.0398, 2.0418, -1.0966], [0.6848, 3.1681, -0.5255], [-1.8805, -2.9344, -0.7369], [-0.0929, -3.0705, -0.7600], [1.9350, -1.7897, -0.1254], [-5.0762, -0.2653, -0.2100], [-4.2772, -1.7853, -0.3449], [3.9145, 0.9459, -0.1997], [4.7578, -0.2802, -0.3665], [3.0089, -0.3645, -0.6895]],
  "lowdin_charge": [-0.06, 0.15, -0.36, -0.26, -0.03, -0.07, -0.04, -0.14, -0.14, 0.18, 0.15, 0.13, 0.24, -0.04, 0.25, 0.18, 0.16, 0.11, 0.04, 0.11, 0.06, 0.07, 0.06, 0.12, 0.10, 0.12, 0.16, 0.15, 0.14, 0.14, 0.07, 0.16, 0.08]
}

Entry 5:
{
  "formula": "C2H5N3OS",
  "method": "ωB97M-V/def2-TZVPD",
  "smiles": "[H]/N=C/N(O)C(N)=S",
  "homo_energy_ev": -8.57,
  "lumo_ha": 0.0153,
  "relative_energy_ev": 2.821,
  "species": ["H", "N", "C", "N", "O", "C", "N", "S", "H", "H", "H", "H"],
  "positions_angstrom": [[-2.7787, -1.7717, 0.1341], [-2.1767, -0.9161, -0.1360], [-0.8999, -1.1731, 0.0759], [-0.1130, -0.0104, -0.0132], [-0.8853, 1.1757, -0.2481], [1.2621, 0.0979, -0.0545], [1.6963, 1.3606, 0.0525], [2.2875, -1.2444, -0.1664], [-0.3533, -2.1572, 0.3638], [-1.7381, 0.8207, -0.2471], [1.0204, 2.0681, 0.0714], [2.6787, 1.7500, 0.1675]],
  "lowdin_charge": [0.09, 0.05, -0.19, -0.14, 0.03, -0.87, 0.10, 0.55, 0.14, 0.01, 0.07, 0.16]
}

Entry 6:
{
  "formula": "C5H7N5O2",
  "method": "ωB97M-V/def2-TZVPD",
  "smiles": "CNc1nc(N)nc(O)c1N=O",
  "homo_energy_ev": -8.22,
  "lumo_ha": 0.0075,
  "relative_energy_ev": 2.229,
  "species": ["C", "N", "C", "N", "C", "N", "N", "C", "O", "C", "N", "O", "H", "H", "H", "H", "H", "H", "H"],
  "positions_angstrom": [[-2.3794, 1.6006, -0.8689], [-0.9373, 1.5553, -0.8232], [-0.1871, 0.5351, -0.3333], [1.1167, 0.7843, -0.4024], [1.9926, -0.0832, 0.1017], [3.3615, 0.1273, 0.0080], [1.6850, -1.2471, 0.6672], [0.3788, -1.5596, 0.7834], [0.0737, -2.7205, 1.2616], [-0.6375, -0.6956, 0.2041], [-1.9954, -0.9354, 0.4199], [-2.2955, -1.9954, 0.9085], [-2.7643, 0.7379, -1.5043], [-2.6212, 2.5968, -1.2824], [-2.8259, 1.5032, 0.1662], [-0.4212, 2.3047, -1.2467], [3.9470, -0.3622, 0.6873], [3.6296, 1.0800, -0.1515], [0.8803, -3.2260, 1.4047]],
  "lowdin_charge": [-0.10, 0.00, -0.28, 0.15, -0.45, 0.14, 0.15, -0.31, 0.14, -0.11, -0.04, -0.02, 0.10, 0.08, 0.09, 0.13, 0.10, 0.09, 0.13]
}

Copy entry 5 word for word.
{
  "formula": "C2H5N3OS",
  "method": "ωB97M-V/def2-TZVPD",
  "smiles": "[H]/N=C/N(O)C(N)=S",
  "homo_energy_ev": -8.57,
  "lumo_ha": 0.0153,
  "relative_energy_ev": 2.821,
  "species": ["H", "N", "C", "N", "O", "C", "N", "S", "H", "H", "H", "H"],
  "positions_angstrom": [[-2.7787, -1.7717, 0.1341], [-2.1767, -0.9161, -0.1360], [-0.8999, -1.1731, 0.0759], [-0.1130, -0.0104, -0.0132], [-0.8853, 1.1757, -0.2481], [1.2621, 0.0979, -0.0545], [1.6963, 1.3606, 0.0525], [2.2875, -1.2444, -0.1664], [-0.3533, -2.1572, 0.3638], [-1.7381, 0.8207, -0.2471], [1.0204, 2.0681, 0.0714], [2.6787, 1.7500, 0.1675]],
  "lowdin_charge": [0.09, 0.05, -0.19, -0.14, 0.03, -0.87, 0.10, 0.55, 0.14, 0.01, 0.07, 0.16]
}